ORCA calculation (ωB97M-V/def2-TZVPD) on C8H14N2PSc as an isolated structure in a non-equilibrium geometry.

The HOMO energy (alpha / beta) is -5.28 / -5.27 eV. The total charge is 0. The lowest unoccupied orbital energy (alpha / beta) is -1.08 / -1.05 eV.

Geometry as XYZ:
```
26
Properties=species:S:1:pos:R:3:forces:R:3:nbo_charge:R:1
C -2.2815 1.1934 -0.7414 -1.409 -3.179 -1.159 -0.413
C -2.3415 2.0768 -1.8284 -0.216 -0.545 -0.267 -0.320
C -2.9321 1.4191 -2.9505 0.124 -0.370 0.817 -0.345
C -3.2707 0.0799 -2.5898 0.327 0.487 0.278 -0.315
C -2.9044 -0.1560 -1.2545 1.444 3.181 1.191 -0.413
Sc -1.4777 -1.1148 1.9225 -0.822 -0.405 -1.521 1.279
P -0.8523 0.9880 3.1685 0.416 1.637 1.200 -0.115
H -1.9086 1.3824 0.2697 -0.036 0.075 -0.160 0.142
H -1.9903 3.1085 -1.8195 -0.103 -0.258 -0.011 0.192
H -3.1022 1.8693 -3.9267 0.041 -0.113 0.251 0.195
H -3.0288 -1.0682 -0.6590 -0.063 0.094 -0.217 0.138
H -3.7379 -0.6515 -3.2485 0.123 0.204 0.150 0.195
H -1.9019 1.8532 3.6722 0.625 -0.545 -0.314 0.058
H -0.0318 2.0294 2.5796 -0.421 -0.541 0.301 0.024
H -0.1246 0.8597 4.4160 -0.352 0.185 -0.726 0.032
C 3.4534 -2.3805 0.6662 -0.024 -0.095 -0.038 -0.408
N 2.5885 -1.2232 0.3442 1.834 -0.260 -0.385 -0.440
C 3.1666 -0.0884 -0.4196 -0.310 0.047 0.195 -0.393
C 1.3956 -1.1847 0.7923 -2.175 0.227 -0.002 0.484
N 0.3265 -1.5624 1.2160 0.974 0.296 0.409 -0.850
H 4.3811 -2.2556 0.1037 -0.127 -0.231 0.173 0.210
H 2.9595 -3.3172 0.3724 0.154 0.303 0.048 0.217
H 3.6764 -2.4174 1.7431 -0.046 0.058 -0.338 0.204
H 2.5587 0.1177 -1.3117 0.195 -0.120 0.297 0.229
H 3.2029 0.8199 0.1993 0.048 -0.306 -0.173 0.207
H 4.1771 -0.3771 -0.7161 -0.198 0.174 0.000 0.206
```
Positions in Å, forces in eV/Å.

ORCA calculation (ωB97M-V/def2-TZVPD) on C16H19F6MoN3O5Sb as an isolated structure in a non-equilibrium geometry.

The HOMO energy (alpha / beta) is -15.23 / -16.13 eV. Its spin multiplicity is 4. The expectation value of S² is 3.793. The total charge is +2. The calculation puts the energy above the lowest of the compared OMol25 structures with the same formula, charge and spin at 21.38 kcal/mol. The lowest unoccupied orbital energy (alpha / beta) is -8.72 / -8.28 eV.

Geometry as XYZ:
```
51
Properties=species:S:1:pos:R:3:forces:R:3:lowdin_spin:R:1
Mo -0.3358 -0.1413 -0.2294 -2.243 0.438 -3.718 1.919
O 3.7005 -1.3359 -0.1608 -1.944 1.219 -0.894 0.008
C 2.3763 -1.1386 -0.2932 1.524 0.952 0.857 0.013
O 1.7847 -0.0435 -0.5971 1.452 -3.653 0.891 0.009
C 1.6450 -2.3247 0.2350 0.344 -0.167 0.471 0.006
C 2.2988 -3.3627 0.8840 -0.073 -1.007 -0.238 -0.002
C 1.5534 -4.3616 1.5533 -0.104 1.326 -1.042 0.013
C 0.1740 -4.1486 1.7041 -0.257 0.196 0.303 -0.002
C -0.4092 -3.0397 1.1026 1.409 1.741 -0.530 0.009
N 0.3286 -2.1741 0.2986 -1.102 -0.008 1.335 -0.014
C -1.7688 -2.4419 1.3988 -0.681 -0.615 1.010 0.001
O -2.2830 -2.6294 2.6404 0.668 0.585 -1.918 0.000
O -2.3275 -1.8413 0.4939 0.824 -0.090 0.966 0.000
H 4.2732 -0.5542 -0.3332 -0.525 -0.204 -0.025 0.000
H 3.3840 -3.4316 0.8092 -0.363 -0.030 0.134 0.000
H 2.0986 -5.2221 1.8941 -0.195 -0.232 0.503 0.001
H -0.4960 -4.7335 2.3513 0.616 -0.052 -0.378 0.000
H -1.6049 -2.5026 3.3497 0.014 -0.243 -0.259 0.000
N -3.8612 1.2842 -2.1679 -0.614 0.285 2.433 0.000
C -2.7717 0.6167 -1.8376 0.283 0.768 1.789 0.001
O -2.4709 0.4074 -0.5857 1.411 0.534 -1.593 0.004
C -1.8839 0.1685 -2.9257 0.564 -1.039 0.104 -0.002
C -0.8214 -0.8054 -2.3784 -1.503 -0.467 2.691 -0.058
H -4.4890 1.6211 -1.3938 0.913 -0.422 -1.220 0.000
H -3.9038 1.7588 -3.0461 -0.335 -0.159 -0.589 0.000
H -1.4613 1.0424 -3.4192 -0.079 0.014 -0.146 0.001
H -2.5554 -0.3727 -3.5945 0.205 0.191 -0.532 -0.002
H 0.0019 -0.9981 -3.0290 0.494 -0.060 -0.433 0.000
H -1.3806 -1.7822 -2.1309 1.021 1.223 -0.455 0.006
C 1.4033 1.5841 -3.3945 0.474 0.613 1.435 0.046
C 1.0609 2.3518 -2.1167 -0.518 -0.780 0.081 0.325
C 1.2831 3.7380 -1.9419 0.367 0.681 -1.063 0.073
C 0.7471 4.0944 -0.7513 -0.794 1.113 1.320 0.163
C 0.1064 2.9524 -0.1631 0.904 -0.829 -0.423 0.276
C -0.6769 2.9539 1.1064 -0.002 0.302 1.225 0.051
N 0.4139 1.8673 -0.9480 -1.979 -0.461 0.023 0.008
H 1.9078 2.2469 -4.0990 0.035 -0.009 0.241 -0.001
H 0.5675 1.1621 -3.9115 -0.751 -0.157 -0.090 0.013
H 2.0581 0.7517 -3.1500 0.187 -0.088 -0.020 0.014
H 1.7194 4.3916 -2.7234 -0.197 -0.570 0.833 -0.001
H 0.6741 5.0440 -0.2024 0.298 -0.273 -0.812 0.005
H -0.8196 4.0159 1.4412 -0.253 -0.894 -0.620 0.001
H -0.0493 2.5653 1.9797 -0.746 0.127 -1.286 0.021
H -1.6790 2.4088 1.0709 1.395 0.655 -0.017 0.010
F -0.0696 0.2163 1.8641 0.039 -0.483 1.068 0.082
Sb 0.3437 0.1057 3.9939 0.803 -0.296 1.880 0.000
F -1.5027 0.5174 4.2516 1.411 -0.178 -0.675 0.000
F -0.0699 -1.7871 4.0905 -0.685 0.536 -0.672 0.000
F 1.0118 1.8664 3.7054 -0.672 -0.918 -0.031 0.003
F 2.0192 -0.6400 3.4521 -0.682 0.682 -0.312 0.000
F 0.7563 0.0798 5.8536 -0.358 0.204 -1.598 0.000
```
Positions in Å, forces in eV/Å.